(1)
{"formula": "C4H3FO3", "method": "ωB97M-V/def2-TZVPD", "symbols": ["F", "O", "O", "O", "C", "C", "C", "C", "H", "H", "H"], "xyz": [[-1.911, -0.106, -0.022], [1.751, -0.230, -0.427], [0.903, 1.600, 1.828], [0.309, -0.489, 2.349], [0.589, -0.065, -0.057], [-0.698, -0.238, -0.791], [-0.851, -0.664, -2.068], [0.607, 0.346, 1.472], [-0.075, -0.944, -2.718], [-1.725, -0.705, -2.465], [1.101, 1.496, 2.899]], "homo_energy_ev": -10.4344, "multiplicity": 1, "smiles": "C=C(F)C(=O)C(=O)O", "e_tot_ev": -13054.199, "e_lumo_ev": -1.00}



(2)
{"formula": "C29H57BN2O17P2S", "method": "ωB97M-V/def2-TZVPD", "symbols": ["S", "P", "P", "O", "O", "O", "O", "O", "O", "O", "O", "O", "O", "O", "O", "O", "O", "O", "O", "O", "N", "N", "C", "C", "C", "C", "C", "C", "C", "C", "C", "C", "C", "C", "C", "C", "C", "C", "C", "C", "C", "C", "C", "C", "C", "C", "C", "C", "C", "C", "C", "B", "H", "H", "H", "H", "H", "H", "H", "H", "H", "H", "H", "H", "H", "H", "H", "H", "H", "H", "H", "H", "H", "H", "H", "H", "H", "H", "H", "H", "H", "H", "H", "H", "H", "H", "H", "H", "H", "H", "H", "H", "H", "H", "H", "H", "H", "H", "H", "H", "H", "H", "H", "H", "H", "H", "H", "H", "H"], "xyz": [[-0.090, -1.599, 1.621], [-6.327, -2.877, -4.931], [4.799, 3.667, 6.288], [0.176, -1.492, -3.875], [0.925, 1.747, 0.460], [-6.969, -4.388, -4.772], [4.636, 3.660, 7.943], [-0.985, 2.357, -2.020], [3.838, 4.999, 6.121], [-5.446, -3.105, -3.534], [6.301, 4.334, 6.432], [0.054, -3.036, 1.731], [2.633, -5.048, 0.615], [-0.815, -3.149, -2.516], [-5.010, -3.136, -5.891], [-0.924, 0.366, 0.214], [-2.341, 3.086, -3.691], [1.152, -0.960, 2.025], [-7.305, -2.381, -5.959], [4.930, 3.261, 4.846], [-2.319, -2.982, -0.022], [3.537, -3.024, 1.136], [1.705, -3.351, -0.750], [4.235, 2.493, 1.268], [0.347, -1.149, -1.244], [7.322, 4.109, 5.460], [-0.743, 0.989, -2.381], [2.664, -3.877, 0.371], [3.907, 2.589, 0.117], [1.739, 4.176, 7.082], [-0.670, -1.037, -0.049], [-5.094, -4.399, -3.019], [1.744, -1.801, -0.957], [-2.147, -1.551, -0.280], [2.445, 4.789, 5.885], [3.034, 1.113, -1.671], [3.316, 2.602, -1.278], [7.278, 5.151, 4.358], [1.696, 0.881, -2.453], [5.371, 4.530, 8.819], [-3.533, -1.337, -5.137], [-8.264, -4.715, -5.278], [-4.311, -5.298, -3.953], [-8.190, -5.209, -6.712], [-2.225, 2.672, -2.583], [5.221, 6.015, 8.564], [0.487, 0.392, -1.604], [-1.341, -1.113, 2.855], [-3.479, 2.411, -1.710], [0.287, 1.005, -0.190], [-4.250, -1.997, -6.300], [-0.122, -1.945, -2.566], [6.267, 5.323, 3.990], [4.301, 2.149, 2.292], [8.281, 4.172, 5.979], [-3.392, -4.813, -4.286], [-2.886, -3.355, -0.774], [-1.674, 0.412, -2.201], [7.912, 4.857, 3.520], [-2.739, -1.009, 0.488], [3.853, 0.809, -2.358], [3.917, -2.287, 0.536], [-4.052, -6.226, -3.439], [2.101, 3.163, 7.279], [7.257, 3.098, 5.058], [-2.735, -3.171, 0.879], [-7.755, -6.211, -6.741], [-3.520, -2.348, -7.029], [-1.010, -1.637, 3.771], [2.384, 3.195, -1.278], [2.011, 5.764, 5.664], [-8.668, -5.507, -4.644], [2.963, -2.502, 1.809], [0.663, 4.120, 6.909], [4.085, 3.082, -1.909], [6.420, 4.236, 8.825], [-8.942, -3.868, -5.181], [-1.279, -0.036, 3.087], [1.132, -1.635, -3.972], [2.226, -1.298, -0.102], [-0.546, 0.923, -3.469], [5.607, 6.320, 7.593], [-2.932, -2.064, -4.588], [4.992, 4.317, 9.822], [1.922, 4.764, 7.983], [-5.989, -4.898, -2.651], [-2.551, -1.213, -1.249], [1.404, 1.871, -2.860], [2.411, -1.613, -1.825], [-4.195, 1.807, -2.295], [-4.906, -1.281, -6.804], [-0.354, -3.820, -3.036], [-3.151, 1.762, -0.872], [5.776, 6.576, 9.320], [2.316, 4.159, 4.999], [-2.357, -1.423, 2.573], [-7.553, -4.581, -7.334], [1.922, 0.251, -3.325], [-9.185, -5.253, -7.158], [7.634, 6.113, 4.736], [-4.474, -4.202, -2.140], [-2.883, -0.534, -5.488], [-4.871, -5.571, -4.845], [2.077, -3.825, -1.683], [-4.247, -0.906, -4.427], [4.173, 6.316, 8.602], [3.158, 0.493, -0.772], [-3.914, 3.355, -1.357], [0.714, -3.761, -0.505]], "homo_energy_ev": -9.5730, "multiplicity": 1, "smiles": "C#CCCC[C@]1(COC(C)=O)C(=O)O[C@](CN)(S(C)(=O)=O)[C@@]1(CCC(N)=O)B(O)O.CCOP(=O)(OCC)OCC.CCOP(=O)(OCC)OCC", "e_tot_ev": -98872.553, "e_lumo_ev": -0.92}



(3)
{"formula": "C10H10O2", "method": "ωB97M-V/def2-TZVPD", "symbols": ["O", "O", "C", "C", "C", "C", "C", "C", "C", "C", "C", "C", "H", "H", "H", "H", "H", "H", "H", "H", "H", "H"], "xyz": [[-1.212, -1.717, 0.431], [0.831, -2.232, -1.221], [-0.473, 0.896, 0.842], [0.363, 0.056, 0.195], [0.080, -1.380, 0.398], [1.433, -2.518, 2.431], [1.606, 1.963, -0.693], [-0.206, 2.273, 0.777], [0.874, 2.821, 0.198], [-2.002, -1.307, -0.670], [1.338, 0.583, -0.625], [0.949, -2.038, 1.450], [-1.065, 2.866, 1.253], [2.241, -2.994, 2.972], [2.437, 2.231, -1.464], [0.368, -3.023, -1.218], [1.223, 3.870, 0.081], [-1.503, -0.535, -1.231], [-2.141, -2.123, -1.369], [2.034, -0.098, -1.056], [-1.182, 0.490, 1.560], [-2.982, -1.028, -0.129]], "homo_energy_ev": -9.4169, "multiplicity": 1, "e_tot_ev": -14621.630, "e_lumo_ev": 0.30}



(4)
{"formula": "C5H8O", "method": "ωB97M-V/def2-TZVPD", "symbols": ["O", "C", "C", "C", "C", "C", "H", "H", "H", "H", "H", "H", "H", "H"], "xyz": [[0.985, 0.919, 0.721], [0.349, -0.042, 1.353], [-0.957, -0.523, 1.114], [0.767, -0.323, -1.260], [0.608, 1.062, -0.667], [-1.572, -0.786, -0.093], [-2.660, -0.892, -0.056], [-1.438, -0.706, 2.083], [0.892, -0.318, 2.256], [-0.430, 1.429, -0.718], [1.771, -0.529, -1.617], [1.285, 1.816, -1.071], [0.656, -0.985, -0.388], [0.015, -0.521, -2.024]], "homo_energy_ev": [-7.3838, -7.7105], "multiplicity": 1, "e_tot_ev": -7356.889, "e_lumo_ev": [-0.39, -0.32]}



(5)
{"formula": "C4H7BrOS", "method": "ωB97M-V/def2-TZVPD", "symbols": ["Br", "S", "O", "C", "C", "C", "C", "H", "H", "H", "H", "H", "H", "H"], "xyz": [[-2.634, -1.443, -0.121], [-2.575, 2.261, 0.443], [-1.497, 3.062, -0.463], [1.628, -1.128, 0.872], [0.865, -1.023, -0.419], [-0.129, 0.098, -0.325], [-1.435, -0.120, -0.090], [1.482, -0.785, -1.194], [0.339, 1.064, -0.304], [2.331, -0.297, 1.031], [2.247, -1.922, 0.896], [0.521, -1.942, -0.744], [-2.045, 3.295, -1.183], [0.902, -1.121, 1.601]], "homo_energy_ev": [-8.3165, -8.3145], "multiplicity": 1, "e_tot_ev": -87182.040, "e_lumo_ev": [-0.91, -0.91]}